Record 1
ORCA calculation (ωB97M-V/def2-TZVPD) on 2 unconnected molecules or ions with the total composition C5H7NOS in a non-equilibrium geometry.

## Properties
LUMO energy (alpha / beta) ... -0.4 / -0.6 eV
Orbital gap (alpha / beta) ... 0.268 / 0.298 hartree
F_max ... 2.82 eV/A
Total charge ... 0
Energy relative to the best compared isomer or geometry (same formula, charge and spin) ... 484.00 kJ/mol
HOMO (alpha / beta) ... -7.660 / -8.699 eV
Multiplicity ... 1
Energy ... -19666.58647 eV

Geometry (Å):
1 C 0.013955 1.443447 -0.732202
2 C 0.727216 0.562504 -2.469440
3 C 0.245512 0.148401 -0.407593
4 C -1.093199 -0.223083 1.783473
5 C -0.033153 -0.608723 0.799878
6 N 0.294042 1.644403 -2.014967
7 O 0.813444 -0.447610 -1.513049
8 S 0.235148 -2.387444 0.739745
9 H -0.395963 2.342329 -0.229644
10 H 1.182915 0.482979 -3.458216
11 H -2.102577 -0.704639 1.630056
12 H -0.763454 -0.739763 2.646199
13 H -1.405728 0.764344 2.013443
14 H 1.476270 0.308197 1.802093
15 H 0.805573 -2.585341 -0.589775

Cartesian forces, eV/Å:
C -1.611 1.403 1.842
C 1.742 -1.762 -0.713
C -0.127 -0.278 0.484
C -1.593 -2.002 -0.267
C 2.067 0.747 -0.308
N -0.079 1.885 -1.600
O -0.740 0.887 -0.701
S 0.570 0.250 -1.637
H 0.297 -1.312 0.359
H -0.240 -0.765 0.499
H 0.944 0.013 -0.684
H 0.137 -0.008 1.498
H 0.847 1.268 -0.144
H -1.295 -1.060 -0.797
H -0.918 0.735 2.168

Record 2
ORCA calculation (ωB97M-V/def2-TZVPD) on C2H4N4 in the gas phase in a non-equilibrium geometry.

## Properties
LUMO energy ... 0.6 eV
Orbital gap ... 0.345 hartree
F_max ... 1.53 eV/A
Total charge ... 0
Structure (SMILES) ... Nc1cnn[nH]1
Energy relative to the best compared isomer or geometry (same formula, charge and spin) ... 122.72 kJ/mol
HOMO ... -8.747 eV
Multiplicity ... 1
Energy ... -8098.04224 eV

Geometry (Å):
1 N 0.395348 -0.413115 -1.484174
2 C 0.083649 -0.063284 -0.174908
3 C -0.880321 -0.590651 0.655334
4 N -0.775368 -0.011288 1.876857
5 N 0.173333 0.852847 1.902476
6 N 0.745916 0.842246 0.578445
7 H 0.644259 0.353252 -2.095765
8 H -0.326648 -0.979068 -1.919041
9 H -1.621870 -1.347675 0.456524
10 H 1.561702 1.356737 0.204254

Cartesian forces, eV/Å:
N -0.004 0.137 -0.106
C -0.356 -0.061 0.338
C -0.022 -0.076 -0.002
N 0.712 0.556 -0.177
N 0.581 -0.019 -1.415
N -0.338 -0.469 -0.109
H -0.004 -0.026 0.135
H 0.217 0.144 0.200
H 0.067 0.062 -0.048
H -0.854 -0.249 1.184

Record 3
ORCA calculation (ωB97M-V/def2-TZVPD) on CHBrF2OS in the gas phase in a non-equilibrium geometry.

## Properties
LUMO energy ... -0.8 eV
Orbital gap ... 0.359 hartree
F_max ... 4.24 eV/A
Total charge ... 0
Energy relative to the best compared isomer or geometry (same formula, charge and spin) ... 133.69 kJ/mol
HOMO ... -10.554 eV
Multiplicity ... 1
Energy ... -89411.80684 eV

Geometry (Å):
1 C -0.643756 0.068685 0.354857
2 O 0.696524 -1.200573 -1.585551
3 F -1.628506 -0.666106 -0.058394
4 F -0.603544 0.116436 1.708043
5 S 0.936786 -0.820174 -0.196034
6 Br 1.870799 1.204441 -0.312747
7 H -0.628301 1.297293 0.089823

Cartesian forces, eV/Å:
C 1.392 3.986 0.405
O -0.038 -0.392 0.447
F -1.270 -0.371 -0.329
F -0.148 -0.646 0.333
S -0.313 0.837 -0.836
Br 0.872 0.220 0.202
H -0.495 -3.634 -0.221

Record 4
ORCA calculation (ωB97M-V/def2-TZVPD) on a molecular structure, C7H8O2 in a non-equilibrium geometry.

## Properties
LUMO energy ... 0.5 eV
Orbital gap ... 0.356 hartree
F_max ... 7.16 eV/A
Total charge ... 0
Energy relative to the best compared isomer or geometry (same formula, charge and spin) ... 467.34 kJ/mol
HOMO ... -9.220 eV
Multiplicity ... 1
Energy ... -11478.71636 eV

Geometry (Å):
1 C 1.173276 -0.404285 1.638066
2 C 0.498380 0.008072 0.342261
3 C 0.505721 -1.233970 -0.718250
4 C -0.319283 -0.908292 -1.782484
5 C -0.669818 0.387398 -1.338152
6 C -0.976702 0.425584 0.217048
7 C 0.625291 0.967005 -0.706769
8 H 2.258331 -0.601750 1.647493
9 H 1.135455 0.443657 2.508863
10 H 0.709086 -1.486578 1.923581
11 H 1.032699 -2.217544 -0.387033
12 H -0.760493 -1.613521 -2.581679
13 H -1.255500 1.193250 -1.870791
14 H -1.775785 -0.344502 0.423270
15 H -2.340041 1.778097 0.637764
16 O -1.240131 1.688972 0.803450
17 O 1.399513 1.918406 -0.756636

Cartesian forces, eV/Å:
C -0.165 0.104 2.574
C -0.053 -4.637 0.457
C -0.506 -1.934 0.613
C 1.343 -3.953 1.444
C -2.003 6.858 -0.465
C -2.090 -2.187 0.108
C 4.458 4.462 -0.971
H -0.352 0.156 -0.863
H -0.618 -2.245 -1.992
H 0.783 2.880 -0.144
H -1.034 1.879 -0.952
H 1.048 1.609 1.312
H 0.481 -1.293 -0.027
H 0.837 0.528 0.367
H 4.662 0.015 0.860
O -4.776 -0.617 -1.295
O -2.016 -1.624 -1.025